Here is a molecular structure, C22H9F12N5OReS2 at a distorted geometry from the Open Molecules 2025 dataset. Energies are from ωB97M-V with the def2-TZVPD basis set.

```
52
Properties=species:S:1:pos:R:3:forces:R:3
Re -0.1428 0.0063 0.1817 -2.804 -3.110 1.401
F -3.2058 -3.6228 2.3280 0.069 -0.014 0.052
C -2.1129 -3.6891 3.0991 0.004 -0.001 -0.033
F -2.4327 -4.2442 4.2584 -0.024 0.002 -0.039
F -1.2219 -4.4807 2.4720 -0.102 0.053 0.066
C -1.5163 -2.3100 3.2937 0.064 -0.053 -0.153
C -1.5064 -1.6675 4.5264 0.052 0.075 -0.091
C -0.8831 -0.4335 4.6403 -0.001 -0.006 -0.022
C -0.3105 0.1450 3.5197 0.044 0.086 0.252
N -0.3697 -0.4448 2.3248 0.108 0.041 -0.369
C -0.9490 -1.6558 2.2156 0.031 -0.051 0.624
S -0.8731 -2.1902 0.5409 0.791 2.160 -0.841
H -1.9749 -2.1349 5.3825 0.039 -0.029 0.004
H -0.8424 0.0840 5.5878 0.018 -0.008 0.001
H 0.2052 1.0930 3.5847 -0.062 0.041 -0.092
S 5.1352 -0.5486 -5.1310 0.061 0.007 -0.066
N 3.5438 -0.4173 -5.2675 -0.135 -0.021 -0.314
C 3.0429 -0.3930 -4.0494 0.536 -0.078 0.507
C 1.6473 -0.3101 -3.7043 -0.286 0.011 0.283
C 0.5895 -0.3072 -4.6232 -0.023 0.026 0.055
C -0.7037 -0.2783 -4.1473 0.127 -0.014 -0.116
C -0.9338 -0.2177 -2.7765 -0.070 -0.019 0.025
N 0.0626 -0.1713 -1.8934 0.105 0.136 -0.376
C 1.3384 -0.2531 -2.3446 -0.008 0.095 -0.321
C 2.3549 -0.3274 -1.3242 0.182 -0.028 -0.056
N 1.9098 -0.3089 -0.0323 -0.090 0.512 -0.025
C 2.8065 -0.4438 0.9566 0.071 0.020 0.259
C 4.1609 -0.5980 0.7143 0.042 -0.021 -0.044
C 4.6241 -0.6088 -0.5879 -0.156 0.011 -0.072
C 3.7062 -0.4715 -1.6385 -0.180 0.006 0.348
C 4.0520 -0.4862 -3.0358 -0.521 0.071 -0.584
N 5.2680 -0.5809 -3.5344 0.321 -0.025 0.166
H 0.8101 -0.3451 -5.6821 -0.040 -0.005 -0.008
H -1.5482 -0.3018 -4.8210 -0.006 0.000 0.008
H -1.9409 -0.2052 -2.3830 0.000 0.073 0.056
H 2.4244 -0.4378 1.9687 -0.064 0.028 -0.042
H 4.8370 -0.7156 1.5487 -0.011 0.015 0.007
H 5.6742 -0.7338 -0.8206 0.015 0.019 0.039
F -4.4001 3.3429 0.5819 0.084 -0.072 0.068
C -3.8880 2.1312 0.7551 -0.066 -0.190 0.038
F -4.5468 1.2584 -0.0048 0.019 0.127 0.133
F -4.0312 1.7699 2.0306 -0.040 0.008 -0.175
C -2.3778 2.0991 0.3520 -0.210 0.595 -0.130
O -1.9798 0.7761 0.3563 2.072 0.175 -0.311
C -2.2085 2.7134 -1.0801 0.432 -0.225 -0.304
F -0.9032 2.5142 -1.4620 -0.378 0.040 0.123
F -2.4539 3.9997 -1.1620 -0.052 -0.048 0.063
F -2.9649 2.0650 -1.9613 0.047 -0.017 0.077
C -1.4959 2.9272 1.3429 0.317 -0.188 0.122
F -1.6738 2.5516 2.6043 0.045 -0.005 -0.157
F -0.1666 2.6326 1.0470 -0.282 -0.116 -0.018
F -1.6347 4.2256 1.2531 -0.081 -0.088 -0.020
```
Positions in Å, forces in eV/Å.

**Total charge**: +2
**⟨S²⟩**: 0.77
**Energy above the lowest of the compared OMol25 structures with the same formula, charge and spin**: 0.659 eV
**HOMO (alpha / beta)**: -15.213 / -15.213 eV
**Multiplicity**: 2

---

Here is a molecular structure, C23H12AuF8NO3Te from the Open Molecules 2025 dataset. Energies are from ωB97M-V with the def2-TZVPD basis set.

```
49
Properties=species:S:1:pos:R:3:forces:R:3
Au 1.3319 0.5764 -2.8083 -0.599 -0.095 0.085
O 2.0071 -0.8886 -6.3371 -0.070 0.119 -0.233
N 1.8708 -0.6017 -5.1896 0.435 -0.269 0.491
O 1.8071 -1.4380 -4.2544 -0.204 0.354 -0.117
O 1.8239 0.6602 -4.8289 -0.386 -0.147 0.015
F -1.6564 -0.5824 6.0335 0.008 0.004 0.001
C -0.4941 0.0740 5.8448 -0.008 0.002 0.004
F 0.4453 -0.6077 6.5277 -0.011 0.006 -0.004
F -0.6186 1.2749 6.4298 0.000 -0.012 -0.002
C -0.1506 0.1768 4.3863 0.024 -0.002 -0.003
C 0.0696 -0.9967 3.6746 -0.016 0.004 0.007
C 0.3827 -0.9369 2.3311 -0.019 -0.009 -0.009
C 0.4812 0.3000 1.6877 -0.034 -0.096 -0.009
C 0.2563 1.4700 2.4106 0.010 0.012 0.001
C -0.0581 1.4084 3.7586 -0.012 -0.005 -0.001
C 0.7822 0.3639 0.2867 0.050 0.066 0.047
C 1.0045 0.4408 -0.8954 0.051 0.081 -0.195
H -0.0089 -1.9542 4.1729 0.006 0.000 0.000
H 0.5475 -1.8448 1.7664 -0.003 -0.005 -0.002
H 0.3272 2.4260 1.9095 0.004 0.000 0.002
H -0.2324 2.3164 4.3182 0.005 0.000 0.000
F -0.3940 2.9786 -1.7310 0.001 -0.016 0.004
C 0.8683 3.3721 -1.9352 0.018 0.034 -0.083
C 1.8210 2.4925 -2.4149 0.344 -0.027 0.150
C 3.1099 2.9518 -2.6017 -0.005 0.012 -0.007
F 4.0680 2.1281 -3.0311 -0.008 0.001 0.017
C 3.4469 4.2703 -2.3429 0.006 -0.007 -0.018
F 4.6906 4.7035 -2.5352 -0.003 0.001 0.004
C 2.4786 5.1410 -1.8744 -0.007 -0.013 -0.006
F 2.7888 6.4089 -1.6259 -0.002 0.000 0.003
C 1.1841 4.6933 -1.6700 0.015 -0.007 -0.017
F 0.2538 5.5361 -1.2230 -0.004 -0.001 0.002
C -2.1999 -0.6677 -1.1020 0.056 0.096 0.063
Te -1.2227 -1.0106 -2.9639 0.395 -0.059 -0.171
C -0.4561 -2.7397 -1.9739 0.038 0.021 0.068
C -1.4689 -3.0483 -0.9010 -0.010 -0.004 -0.015
C -1.5463 -4.3063 -0.3138 0.017 0.002 0.003
C -2.4751 -4.5573 0.6841 0.005 -0.001 0.008
C -3.3356 -3.5502 1.0992 -0.001 0.003 0.007
C -3.2630 -2.2942 0.5175 0.017 0.022 0.012
C -2.3300 -2.0351 -0.4803 0.010 -0.007 0.005
H -3.1563 -0.1760 -1.2621 -0.024 -0.047 -0.030
H -1.5543 -0.0211 -0.5071 -0.064 0.019 -0.030
H 0.5086 -2.4711 -1.5435 0.014 -0.024 -0.046
H -0.3158 -3.5475 -2.6869 -0.039 -0.010 0.000
H -0.8802 -5.0936 -0.6457 -0.002 0.000 -0.001
H -2.5339 -5.5410 1.1309 -0.003 0.000 -0.003
H -4.0686 -3.7451 1.8709 0.002 0.001 -0.001
H -3.9361 -1.5082 0.8380 0.003 0.000 0.004
```
Positions in Å, forces in eV/Å.

**Energy above the lowest of the compared OMol25 structures with the same formula, charge and spin**: 0.621 eV
**HOMO (alpha / beta)**: -8.844 / -8.844 eV

---

Here is a molecular structure, C23H13BaCl6N3O14 at a distorted geometry from the Open Molecules 2025 dataset. Energies are from ωB97M-V with the def2-TZVPD basis set.

```
60
Properties=species:S:1:pos:R:3:forces:R:3
Ba -0.6904 0.1231 0.0189 1.061 -0.023 -0.474
O 3.9541 -1.9077 -0.7633 0.032 0.027 0.020
C 2.6832 -1.6647 -0.3866 0.077 0.087 0.076
O 2.0022 -0.8425 -0.9349 -0.168 0.024 -0.058
C 2.2617 -2.4909 0.8151 -0.041 -0.029 0.019
O 0.8843 -2.6876 0.8563 0.018 0.123 -0.127
C 0.3975 -3.5865 -0.1440 0.028 -0.047 0.069
C -1.0528 -3.1508 -0.4154 -0.072 -0.224 0.040
O -1.9648 -3.8307 0.0796 0.060 0.017 -0.095
O -1.1425 -2.0809 -1.0735 -0.243 -0.648 -0.276
H 4.1658 -1.2372 -1.4342 -0.013 -0.009 0.027
H 2.5321 -1.9067 1.6986 0.024 -0.011 0.010
H 2.8275 -3.4299 0.8297 -0.014 -0.009 -0.024
H 0.4492 -4.6126 0.2309 0.003 -0.001 0.005
H 0.9805 -3.4865 -1.0661 0.009 0.000 0.000
O 0.5965 4.2396 4.9035 0.045 -0.030 -0.028
C 0.5450 3.4441 3.9847 -0.039 0.036 0.023
C 0.3668 1.9547 4.0991 0.015 -0.057 0.006
O 0.3599 1.3124 5.1408 -0.036 0.026 -0.015
C 0.2691 1.4328 2.7288 0.099 0.087 0.215
C 0.4204 2.5108 1.7926 0.179 0.185 0.113
O 0.4231 2.3815 0.5272 0.225 0.281 0.189
C 0.6965 3.7550 2.5211 0.032 0.013 -0.039
O 1.0393 4.8310 2.0461 -0.034 -0.022 0.013
O 0.1491 0.2057 2.4118 0.234 0.180 0.324
O -4.1404 3.2493 -4.2663 0.862 2.221 -3.668
C -2.9692 3.5818 -4.7694 -1.328 -0.615 -0.298
O -2.8399 4.2463 -5.7761 0.376 0.449 -0.139
C -1.8221 2.9574 -4.0740 0.504 0.379 -0.197
C -0.4882 2.9897 -4.4337 -0.055 -0.135 0.197
Cl 0.3178 3.8094 -5.6918 -0.074 0.003 -0.011
N 0.1953 2.2407 -3.5319 -0.147 -0.111 -0.018
N -0.6361 1.7354 -2.6017 0.469 0.082 0.242
C -1.8334 2.1792 -2.9000 -0.168 -0.100 -0.128
C -2.9793 1.8466 -1.9811 0.602 -0.461 0.634
O -4.1253 2.1661 -2.3821 0.062 -1.966 3.023
O -2.6529 1.2965 -0.9130 -1.312 0.645 -0.621
C 1.5958 2.0245 -3.3747 0.016 -0.009 0.011
C 2.1521 2.2750 -2.1294 -0.015 0.012 0.025
C 3.5020 2.0187 -1.9447 0.007 -0.025 0.004
C 4.2817 1.5298 -2.9829 -0.005 -0.005 -0.020
C 3.7049 1.2821 -4.2234 0.010 0.009 0.008
C 2.3541 1.5230 -4.4223 -0.006 -0.009 -0.016
H -4.0282 2.6047 -3.4717 -0.725 0.090 0.553
H 1.5366 2.6349 -1.3086 0.004 -0.008 -0.004
H 3.9397 2.1930 -0.9721 0.010 0.016 0.012
H 5.3378 1.3421 -2.8249 -0.010 -0.003 0.000
H 4.3039 0.8911 -5.0366 0.000 0.000 0.003
H 1.8864 1.3132 -5.3750 -0.001 0.003 0.013
Cl 6.0050 0.7303 0.7289 0.016 -0.004 -0.023
C 4.8490 1.7107 1.6787 0.018 0.065 0.008
Cl 3.3006 0.9258 1.8860 0.010 -0.102 -0.012
H 4.7037 2.6445 1.1472 -0.016 0.004 0.024
H 5.2978 1.8798 2.6497 -0.008 0.001 0.006
Cl -5.1584 -2.3565 3.4621 0.030 -0.012 -0.033
C -4.0159 -3.0063 2.2447 0.000 -0.008 -0.021
Cl -2.9375 -4.1583 3.0299 -0.001 0.030 -0.023
Cl -4.9323 -3.7703 0.9484 0.002 0.020 0.020
C -3.2562 -1.8577 1.7366 -0.148 0.004 0.147
N -2.7593 -0.8619 1.4676 -0.459 -0.434 0.288
```
Positions in Å, forces in eV/Å.

**Total charge**: -2
**Energy above the lowest of the compared OMol25 structures with the same formula, charge and spin**: 1.792 eV
**HOMO**: -1.753 eV